ORCA calculation (ωB97M-V/def2-TZVPD) on a 15-piece molecular cluster, C31H90N28O15 overall in a non-equilibrium geometry.

Results
Molecular weight ... 1095.24 g/mol
Energy relative to the best compared isomer or geometry (same formula, charge and spin) ... 247.4 kcal/mol
Multiplicity ... 1
HOMO energy ... -8.0 eV

```
164
Properties=species:S:1:pos:R:3:forces:R:3:mulliken_charge:R:1
C -6.17949 -3.69754 3.04601 1.59 -0.80 0.19 -1.682
C -6.54687 -2.84204 1.82624 -0.80 -1.37 -0.69 1.795
C -6.38115 -1.43590 2.24609 0.47 1.69 0.01 -1.248
C -6.47977 -0.33316 1.20545 -1.04 0.81 0.00 -1.236
C -5.61388 -0.57101 0.00335 1.98 -1.67 1.77 -0.405
C -5.64727 -2.05210 -0.45091 -1.98 -0.25 -3.95 1.376
N -5.67491 -3.09476 0.59672 0.70 0.95 2.56 0.829
O -5.93517 -4.41211 0.16510 0.23 0.92 -0.46 -0.544
C -6.95967 -2.13665 -1.37673 0.22 0.95 1.02 -1.848
C -4.47730 -2.20684 -1.48248 -0.13 -0.47 1.44 -1.766
C -8.04015 -3.19616 1.57750 -0.12 0.39 -0.83 -1.885
H -5.10491 -3.79230 3.20218 0.34 0.38 -0.21 0.421
H -6.43270 -4.75747 3.02253 -0.64 0.15 -0.33 0.380
H -6.50702 -3.26832 3.99289 -0.52 0.10 -0.23 0.407
H -7.01860 -1.14599 3.08138 -0.35 -0.42 -0.03 0.607
H -5.38837 -1.25537 2.65829 0.33 -0.48 0.08 0.070
H -6.15435 0.49832 1.83061 0.06 0.66 -0.65 0.523
H -7.48590 -0.08464 0.86773 -0.38 -0.27 0.30 0.291
H -4.59986 -0.49692 0.39625 0.40 0.28 0.01 -0.436
H -5.62405 0.12071 -0.83898 -0.63 -0.18 0.06 0.696
H -6.84858 -1.39798 -2.17054 0.10 -0.07 -0.10 0.407
H -7.27282 -3.06826 -1.84807 0.39 -0.24 0.28 0.325
H -7.76032 -1.75880 -0.74091 -0.34 -0.11 -0.36 0.440
H -4.39218 -1.33782 -2.13490 -0.38 0.03 0.01 0.380
H -3.55123 -2.23768 -0.90843 0.27 -0.34 -0.16 0.166
H -4.63392 -3.10132 -2.08537 0.30 -0.03 0.08 0.503
H -8.22998 -4.26943 1.56507 0.07 -0.03 0.68 0.495
H -8.43582 -2.89951 0.60614 0.16 0.44 0.02 0.375
H -8.63813 -2.66307 2.31666 -0.11 -0.43 0.15 0.390
H -6.87620 -4.35728 -0.01675 -0.48 -0.62 -0.44 0.365
C 2.29096 0.22971 -1.66382 -0.78 0.66 -0.49 -0.592
C 1.59943 -0.05471 -0.27439 1.64 2.10 -0.76 3.204
C 2.08996 1.14499 0.61015 0.76 -0.06 -1.95 -0.688
C 1.38457 2.48608 0.30114 0.48 -1.36 1.36 -1.225
C -0.11232 2.28507 0.43296 -0.45 0.12 -0.47 -0.665
C -0.82160 1.10837 -0.40504 3.49 1.41 -0.46 2.874
N 0.13753 -0.06041 -0.34753 0.06 0.30 1.99 0.009
O -0.31528 -1.20284 -1.00643 -0.61 -0.18 -0.71 1.499
C -2.13530 0.79796 0.30127 0.46 -0.63 -0.03 -1.828
C -0.88865 1.53223 -1.90485 -1.98 0.32 0.07 -0.968
C 2.26309 -1.34497 0.19916 -1.18 -0.82 1.05 -2.068
H 1.72524 -0.21793 -2.48093 0.18 -0.60 -0.01 -1.361
H 3.35089 -0.00953 -1.74993 -0.15 -0.64 0.20 0.600
H 2.30132 1.29070 -1.91345 -0.40 0.35 0.18 0.274
H 2.24620 0.89335 1.65913 -0.69 0.15 0.09 -0.440
H 3.09331 1.28521 0.20801 0.47 -0.13 0.44 0.391
H 1.70797 3.03443 -0.58363 -0.22 -0.74 -0.70 0.266
H 1.82073 3.15388 1.04405 -0.71 0.33 0.56 0.054
H -0.50421 3.26257 0.15186 -0.79 -0.24 -0.03 0.349
H -0.38354 2.09327 1.47112 0.19 0.06 0.10 -0.091
H -2.88076 0.45590 -0.41664 0.00 -0.39 0.29 0.456
H -1.82959 0.09587 1.07696 -0.50 -0.69 -0.18 0.193
H -2.57092 1.56508 0.94148 0.25 0.65 -0.55 -0.054
H -1.92607 1.74737 -2.16088 -0.64 -0.26 0.03 0.729
H -0.50166 2.51172 -2.18579 1.09 -0.26 0.29 -0.045
H -0.62633 0.73683 -2.60244 0.46 0.15 0.21 -0.780
H 2.22032 -1.49773 1.27757 -0.25 0.44 0.41 0.435
H 3.32725 -1.43840 -0.01744 -0.24 0.23 -0.50 0.254
H 1.68719 -2.19507 -0.16658 0.48 -0.03 -0.53 0.048
H -0.43083 -1.81685 -0.27757 -0.29 -0.39 0.18 -0.429
C -1.60399 5.96316 -4.54130 -4.82 2.76 1.35 0.649
O -2.57201 6.70725 -4.60084 -0.33 1.02 -1.28 -0.698
N -0.51313 6.05255 -5.25171 1.95 0.15 -1.89 -0.370
N -1.59414 5.07002 -3.59787 2.21 -3.53 1.51 -0.108
H 0.19704 5.37745 -5.00675 0.59 0.88 -0.65 0.214
H -0.37988 6.99868 -5.57910 0.71 -0.44 -0.31 0.238
H -2.28018 4.89741 -2.87701 0.31 0.35 -0.57 0.076
H -0.64657 4.72129 -3.62215 -0.56 -1.23 1.80 -0.010
C -2.22781 4.79020 1.44101 0.30 1.67 -1.03 0.751
O -1.29517 5.50219 1.24856 3.87 1.45 -1.37 -0.652
N -2.75197 4.75308 2.60459 -2.80 -1.29 5.38 -0.344
N -2.92744 4.23568 0.49040 -2.19 -2.21 -4.10 -0.291
H -2.22708 5.04257 3.41749 -0.31 0.02 -0.44 0.172
H -3.67607 4.36293 2.72262 0.35 -0.01 0.40 0.145
H -2.63924 4.32283 -0.47368 0.35 0.29 0.48 0.121
H -3.68830 3.57515 0.56051 0.28 0.17 0.69 0.160
C 3.79904 -4.73255 -0.11960 -2.30 -1.69 -0.60 0.572
O 4.43958 -5.40013 -0.87893 0.90 -1.62 -2.93 -0.721
N 2.43769 -4.63950 -0.08746 0.53 0.69 0.43 -0.058
N 4.44337 -4.12507 0.82626 1.69 2.68 3.56 -0.314
H 1.83226 -5.20174 -0.66835 0.18 0.00 0.28 0.205
H 2.12314 -4.13864 0.73126 -0.91 -0.34 -0.46 0.063
H 5.42559 -4.34431 0.91155 -0.36 0.07 -0.03 0.237
H 3.98003 -3.66312 1.59567 0.23 -0.03 -0.11 0.127
C 4.76006 4.25038 0.47843 -0.04 0.14 0.94 0.718
O 4.10473 5.16931 0.78093 -3.27 5.13 2.04 -0.702
N 4.66338 3.66799 -0.62139 -1.68 -3.45 -7.53 -0.404
N 5.61651 3.68058 1.23149 4.21 -1.69 4.67 -0.354
H 3.78983 3.84759 -1.09547 0.31 -0.22 -0.42 0.190
H 5.10607 2.77192 -0.76687 -0.32 0.20 -0.36 0.195
H 6.12019 2.87018 0.90034 0.27 0.41 0.55 0.118
H 5.93714 4.28851 1.97156 0.42 -0.63 0.09 0.245
C 4.75906 -2.73324 -3.47085 0.59 4.61 -1.03 0.629
O 4.88546 -1.64969 -4.05220 0.63 -0.25 -0.61 -0.717
N 5.68821 -3.43709 -2.91831 4.32 -2.27 1.10 -0.367
N 3.61313 -3.18453 -3.12812 -5.21 -1.40 0.25 0.000
H 6.64969 -3.13596 -2.98884 -0.26 -0.34 -0.18 0.233
H 5.43989 -4.40617 -2.77933 0.70 0.01 0.43 0.208
H 3.53628 -3.79706 -2.32874 -0.49 0.01 -0.41 0.079
H 2.84027 -2.70393 -3.56608 -0.35 -0.37 0.47 -0.074
C 1.59901 4.84358 4.41496 1.71 0.14 -1.72 0.490
O 1.51370 4.36585 5.49536 0.92 -1.32 3.52 -0.637
N 0.54402 5.23968 3.78382 -3.36 1.22 -1.99 -0.214
N 2.70143 5.01216 3.64032 2.46 -0.15 0.35 -0.337
H 0.67837 5.65744 2.87412 -1.12 0.10 0.18 0.097
H -0.30143 5.20931 4.33553 0.08 0.31 -0.63 0.160
H 2.76243 5.24065 2.65840 -0.44 0.10 0.07 0.156
H 3.60416 4.79739 4.03914 -0.43 -0.10 0.00 0.304
C 5.93190 -0.62400 2.68793 -5.02 0.50 -6.22 0.544
O 4.95304 -0.19224 2.08484 -0.62 0.12 -1.15 -0.517
N 6.79683 -1.44291 2.23451 3.82 -3.81 -4.52 -0.400
N 6.07012 -0.47470 3.88831 1.30 3.06 10.32 -0.368
H 7.73685 -1.51678 2.59647 -0.40 -0.38 -0.19 0.146
H 6.52504 -1.91526 1.38414 0.70 0.26 -0.19 0.215
H 5.40991 0.16922 4.30011 0.49 0.23 0.45 0.196
H 7.05610 -0.44563 4.10536 -0.35 0.07 1.48 0.216
C 0.01598 -2.01352 -5.05428 2.05 -2.66 2.27 0.477
O 0.82464 -2.93858 -4.84299 -0.49 0.40 0.09 -0.694
N -0.71744 -1.44043 -4.12084 -1.14 0.47 2.37 -0.013
N -0.21274 -1.48033 -6.19838 -0.42 1.30 -3.76 -0.334
H -1.29834 -0.65312 -4.37144 -0.01 -0.34 0.71 0.235
H -0.66376 -1.77002 -3.16765 -0.13 0.43 0.14 -0.397
H 0.46555 -1.62360 -6.93289 -0.44 0.34 -0.13 0.297
H -0.87886 -0.72632 -6.10990 0.46 -0.06 -1.48 0.181
C 0.32132 -5.69510 -2.57225 -2.51 -2.85 2.88 0.365
O -0.08123 -6.65821 -1.87345 0.99 0.81 -0.50 -0.769
N 1.13537 -5.76346 -3.55341 2.99 -2.65 -3.09 -0.225
N -0.07719 -4.48483 -2.39685 -2.00 3.80 1.80 0.114
H 1.26243 -5.00495 -4.20812 0.23 -0.34 -0.12 0.217
H 1.29625 -6.74695 -3.71763 0.68 0.30 -1.03 0.234
H -0.62518 -4.33278 -1.56217 -0.13 0.50 -0.53 -0.024
H 0.11641 -3.83763 -3.14769 -0.15 0.60 0.49 0.012
C 4.13682 2.26819 5.17788 -3.34 -1.12 -2.05 0.380
O 3.03230 1.75736 5.26785 -0.42 -0.53 0.33 -0.696
N 5.01605 2.29361 6.11842 2.93 -0.04 4.18 -0.398
N 4.59720 2.77222 4.04017 1.44 1.03 -1.47 0.018
H 4.75663 1.96172 7.03638 -0.04 0.20 -0.18 0.289
H 5.83605 2.87974 6.05407 -0.25 -0.15 0.21 0.139
H 5.59585 2.90662 4.10908 -0.17 0.09 -1.14 0.232
H 4.15811 2.56026 3.15565 0.16 0.02 0.13 -0.169
C 0.05529 0.40974 3.73936 -5.32 0.40 -0.83 0.576
O -1.17403 0.15392 3.47645 1.63 0.58 0.23 -0.845
N 0.91759 -0.56057 3.81672 1.91 -1.20 0.22 -0.266
N 0.46132 1.65001 3.92981 0.69 1.60 0.20 0.104
H 0.58844 -1.39940 3.36052 0.39 -0.36 0.04 0.171
H 1.87399 -0.23651 3.83663 0.21 -0.82 -0.12 0.143
H 1.37532 1.82352 4.32297 0.14 0.26 0.15 0.060
H -0.18789 2.42151 3.87123 0.05 -0.44 0.16 0.041
C -2.02572 -3.01797 2.24206 1.05 -0.76 -0.25 0.589
O -0.80537 -3.09759 2.25537 1.31 0.22 -0.44 -0.707
N -2.75336 -2.24292 2.96256 -1.57 3.67 3.47 -0.166
N -2.84017 -3.74777 1.52896 -0.27 -3.35 -3.13 -0.183
H -3.75891 -2.31865 2.90576 0.51 0.37 0.17 -0.124
H -2.30671 -1.44961 3.39991 0.02 0.35 0.27 0.325
H -2.39577 -4.35924 0.85909 -0.52 -0.20 0.11 0.218
H -3.83706 -3.58662 1.51031 0.14 -0.10 -0.60 -0.115
C 1.92544 1.94110 -5.59674 -1.47 -0.13 -2.04 0.524
O 3.00254 2.16650 -5.22717 5.18 1.41 2.27 -0.576
N 1.53755 2.38042 -6.82347 -0.35 0.84 -1.35 -0.512
N 1.04775 1.24525 -4.94218 -3.18 -1.82 1.34 0.246
H 2.07481 3.22042 -6.98427 -0.34 -0.05 -0.82 0.266
H 0.58549 2.32330 -7.15576 0.20 0.34 0.13 0.179
H 1.26388 0.80832 -4.05760 -0.03 0.00 -0.27 -0.268
H 0.18893 1.07235 -5.44480 0.11 -0.27 0.78 0.040
```
Forces are in eV/Å.